1.
ORCA calculation (the ωB97M-V functional and the def2-TZVPD basis) on an isolated molecule of C23H26N2O8S in a non-equilibrium geometry.

```
! wB97M-V def2-TZVPD RIJCOSX def2/J DEFGRID3
* xyz 0 1
C -1.987 -2.644 -4.585
C -2.404 -1.181 -4.574
H -3.484 -1.100 -4.410
H -2.130 -0.684 -5.506
O -1.728 -0.446 -3.552
C -2.240 -0.514 -2.320
O -3.201 -1.186 -2.031
C -1.515 0.351 -1.355
C -0.274 0.907 -1.656
C 0.363 1.717 -0.732
C -0.242 1.964 0.487
C -1.479 1.426 0.791
C -2.117 0.612 -0.126
H -3.080 0.174 0.086
H -1.914 1.648 1.753
S 0.551 2.991 1.742
O -0.063 2.663 2.994
O 0.501 4.354 1.290
N 2.132 2.563 1.816
C 3.118 3.220 0.982
H 3.847 2.480 0.645
H 2.613 3.649 0.113
C 3.795 4.369 1.743
O 3.046 5.553 1.717
H 2.101 5.327 1.723
H 4.760 4.603 1.282
H 3.972 4.048 2.782
C 2.440 1.321 2.496
C 1.912 0.153 1.710
C 0.727 -0.433 2.004
C 0.163 -1.442 1.171
C 0.892 -1.847 0.041
C 0.385 -2.840 -0.796
C -0.848 -3.420 -0.555
C -1.632 -2.958 0.539
C -1.098 -2.005 1.383
H -1.686 -1.695 2.232
O -2.859 -3.426 0.875
C -3.755 -3.849 -0.139
H -4.733 -3.876 0.340
H -3.773 -3.135 -0.964
H -3.504 -4.843 -0.513
O -1.347 -4.440 -1.303
C -0.493 -5.102 -2.207
H -1.069 -5.943 -2.589
H 0.404 -5.475 -1.702
H -0.202 -4.460 -3.043
H 0.984 -3.159 -1.634
N 2.102 -1.258 -0.209
C 2.669 -0.245 0.531
O 3.731 0.244 0.175
H 2.629 -1.552 -1.023
H 0.174 -0.115 2.875
H 3.523 1.252 2.607
H 1.963 1.358 3.477
H 1.327 2.142 -0.956
H 0.184 0.703 -2.612
H -2.488 -3.158 -5.401
H -0.911 -2.724 -4.724
H -2.270 -3.116 -3.648
*
```

Calculated values
E_HOMO ... -8.1 eV
SMILES ... CCOC(=O)c1ccc(S(=O)(=O)N(CCO)Cc2cc3cc(OC)c(OC)cc3[nH]c2=O)cc1
Kohn-Sham gap ... 7.892 eV
ΔE to the lowest compared entry with this formula, charge and spin ... 72.16 kJ/mol

=====

2.
ORCA calculation (the ωB97M-V functional and the def2-TZVPD basis) on a structure of composition C23H26NiOPSb in a non-equilibrium geometry.

```
! wB97M-V def2-TZVPD RIJCOSX def2/J DEFGRID3
* xyz 0 1
Ni 0.340 -0.072 -0.436
O 0.023 -1.886 -1.609
C -0.870 -1.180 -1.218
C -2.242 -0.837 -1.625
C -3.096 -1.704 -2.287
C -4.352 -1.257 -2.673
C -4.742 0.045 -2.394
C -3.886 0.898 -1.704
C -2.642 0.445 -1.297
P -1.322 1.405 -0.439
C -1.538 3.057 -1.212
C -2.345 4.065 -0.685
C -2.511 5.262 -1.372
C -1.883 5.457 -2.594
C -1.076 4.458 -3.124
C -0.903 3.268 -2.433
C -1.999 1.660 1.231
C -1.252 2.444 2.108
C -1.687 2.657 3.405
C -2.863 2.063 3.849
C -3.599 1.263 2.990
C -3.170 1.061 1.683
H -2.763 -2.710 -2.509
H -5.024 -1.919 -3.205
H -5.713 0.399 -2.716
H -4.191 1.913 -1.481
H -2.843 3.917 0.266
H -3.137 6.040 -0.953
H -2.016 6.389 -3.130
H -0.581 4.611 -4.075
H -0.263 2.490 -2.838
H -0.321 2.885 1.768
H -1.108 3.277 4.077
H -3.196 2.216 4.867
H -4.510 0.790 3.334
H -3.743 0.423 1.023
C 0.190 -0.811 1.478
H -0.827 -1.035 1.804
H 0.620 -0.066 2.152
H 0.790 -1.724 1.530
C 3.864 2.131 -1.221
Sb 2.677 0.373 -0.939
C 4.182 -0.654 0.183
C 3.129 -0.561 -2.808
H 4.840 1.823 -1.599
H 3.997 2.640 -0.266
H 3.403 2.819 -1.929
H 5.139 -0.546 -0.330
H 3.930 -1.710 0.270
H 4.259 -0.224 1.182
H 4.203 -0.510 -2.989
H 2.598 -0.065 -3.620
H 2.811 -1.602 -2.763
*
```

Calculated values
E_HOMO ... -6.3 eV
Kohn-Sham gap ... 6.363 eV
ΔE to the lowest compared entry with this formula, charge and spin ... 33.24 kJ/mol

=====

3.
ORCA calculation (the ωB97M-V functional and the def2-TZVPD basis) on a structure of composition C23H27AlCl6N8O3 in a non-equilibrium geometry.

```
! wB97M-V def2-TZVPD RIJCOSX def2/J DEFGRID3
* xyz 2 1
Al -3.523 1.904 0.123
Cl -3.707 -1.638 -1.295
C -4.389 -0.262 -2.070
C -4.260 0.977 -1.459
C -4.856 2.047 -2.114
Cl -4.629 3.532 -1.220
C -5.548 1.981 -3.303
Cl -6.226 3.377 -4.022
C -5.661 0.714 -3.891
Cl -6.514 0.548 -5.354
C -5.083 -0.405 -3.274
Cl -5.241 -1.944 -3.999
N -1.552 4.133 0.001
N -1.823 4.815 1.196
C -2.758 4.349 2.037
N -3.041 4.956 3.165
N -3.372 3.217 1.612
N -4.300 2.540 2.290
O -4.698 1.569 1.564
O -4.692 2.769 3.392
H -0.605 3.765 0.029
H -1.625 4.776 -0.781
H -1.321 5.665 1.415
H -2.589 5.814 3.445
H -3.735 4.555 3.780
C 2.102 1.307 0.471
C 2.686 -0.079 0.130
C 4.071 0.172 -0.486
C 2.891 -0.838 1.448
C 1.745 -0.846 -0.885
O 1.117 0.104 -1.765
C 2.442 -1.910 -1.785
C 2.428 -3.406 -1.409
C 3.171 -3.781 -0.155
C 2.505 -4.327 0.939
C 3.179 -4.646 2.106
C 4.547 -4.427 2.186
Cl 5.393 -4.810 3.636
C 5.237 -3.919 1.093
C 4.550 -3.606 -0.066
C 0.534 -1.535 -0.227
N -0.424 -0.593 0.333
C -1.232 0.213 -0.325
N -1.922 0.945 0.561
C -1.495 0.473 1.781
N -0.589 -0.449 1.664
H 2.743 1.777 1.218
H 1.097 1.245 0.896
H 2.069 1.959 -0.402
H 4.607 0.897 0.127
H 4.012 0.584 -1.497
H 4.671 -0.738 -0.506
H 3.661 -0.328 2.029
H 3.234 -1.857 1.278
H 1.986 -0.861 2.056
H 1.788 0.461 -2.358
H 3.476 -1.616 -1.948
H 1.935 -1.838 -2.750
H 2.904 -3.917 -2.250
H 1.408 -3.791 -1.357
H 1.439 -4.524 0.876
H 2.653 -5.072 2.950
H 6.309 -3.784 1.155
H 5.099 -3.225 -0.921
H 0.848 -2.204 0.567
H 0.014 -2.089 -1.007
H -1.287 0.297 -1.397
H -1.854 0.830 2.732
*
```

Calculated values
E_HOMO ... -12.4 eV
Kohn-Sham gap ... 4.791 eV
ΔE to the lowest compared entry with this formula, charge and spin ... 91.04 kJ/mol

=====

4.
ORCA calculation (the ωB97M-V functional and the def2-TZVPD basis) on a structure of composition C23H27AsClIInOP in a non-equilibrium geometry.

```
! wB97M-V def2-TZVPD RIJCOSX def2/J DEFGRID3
* xyz 2 1
C -5.445 0.718 1.217
I -3.445 0.028 0.652
H -5.368 1.751 1.559
H -5.809 0.067 2.015
H -6.086 0.642 0.337
In -0.377 0.415 0.274
P -0.269 0.630 -2.267
C -0.915 -0.628 -3.389
C -1.364 2.060 -2.566
H 1.776 1.924 -2.413
H 1.120 1.499 -4.037
H 1.989 0.262 -3.059
C 1.312 1.129 -3.016
H -1.014 2.907 -1.959
H -1.315 2.308 -3.637
H -0.964 -0.203 -4.404
H -1.920 -0.939 -3.073
H -2.392 1.808 -2.268
H -0.247 -1.499 -3.391
C -0.977 -1.964 -0.468
O -1.285 -3.061 -0.400
Cl 0.388 2.675 0.302
C 7.043 -0.804 0.741
C 6.191 -1.380 -0.213
C 4.804 -1.317 -0.042
C 4.263 -0.705 1.108
C 5.117 -0.165 2.075
C 6.504 -0.188 1.874
As 2.283 -0.664 1.280
C 1.937 -2.502 1.916
C 0.639 -2.853 2.318
C 0.351 -4.175 2.666
C 1.346 -5.156 2.561
C 2.624 -4.813 2.104
C 2.929 -3.483 1.794
C 2.180 0.367 2.963
C 1.533 -0.106 4.107
C 1.322 0.773 5.179
C 1.774 2.096 5.118
C 2.429 2.562 3.969
C 2.640 1.695 2.896
H 8.127 -0.836 0.598
H 6.606 -1.885 -1.089
H 4.138 -1.763 -0.785
H 4.705 0.275 2.984
H 7.157 0.278 2.617
H -0.144 -2.087 2.380
H -0.650 -4.434 3.018
H 1.123 -6.189 2.837
H 3.394 -5.580 1.988
H 3.930 -3.202 1.462
H 1.212 -1.150 4.161
H 0.802 0.413 6.069
H 1.620 2.770 5.965
H 2.771 3.599 3.901
H 3.153 2.050 1.998
*
```

Calculated values
E_HOMO ... -14.1 eV
Kohn-Sham gap ... 5.010 eV
ΔE to the lowest compared entry with this formula, charge and spin ... 0.00 kJ/mol